Entry 1:
14
Properties=species:S:1:pos:R:3:forces:R:3:mulliken_charge:R:1 method="wB97M-V/def2-TZVPD" molar_mass_g_mol=93.17 total_energy_ev=-16139.7942 spin_multiplicity=1 charge=-1 de_lowest_kcal_mol=29.1 homo_ev=-2.79
C -0.13684 -1.34506 1.81805 -1.46 0.21 1.56 -0.89
C 0.76651 -1.14336 0.60502 -1.75 -0.52 -0.60 -0.50
C 0.16500 -0.11744 -0.55475 2.80 -0.93 2.32 -0.71
S -0.19472 1.57324 0.18735 0.57 -0.97 -0.83 -0.71
H 0.17548 -0.69537 2.67682 0.25 -1.16 -0.32 0.21
H -1.19562 -0.99852 1.81065 0.53 0.10 -1.13 0.26
H -0.29963 -2.43667 2.04381 0.73 0.96 0.38 0.30
H 1.05059 -2.23916 0.35070 -0.33 1.82 -0.71 0.30
H 1.67394 -0.66701 0.94386 0.33 0.20 -0.05 0.25
H 1.04553 -0.29074 -1.21200 -0.61 1.25 -0.42 0.26
H -0.70195 -0.43918 -1.05715 -1.07 -0.86 -0.40 0.29
H -0.15164 2.61532 -2.28214 0.17 -0.16 -0.27 0.28
H -1.47050 3.19132 -2.34760 0.81 -0.22 -1.20 0.33
O -0.72615 2.99262 -2.98261 -0.97 0.26 1.65 -0.67

Entry 2:
49
Properties=species:S:1:pos:R:3:forces:R:3:mulliken_charge:R:1 method="wB97M-V/def2-TZVPD" molar_mass_g_mol=367.29 total_energy_ev=-29256.9232 spin_multiplicity=1 charge=-1 de_lowest_kcal_mol=0.0 homo_ev=-4.91
I -1.13319 -0.40192 1.69659 -0.01 -0.01 -0.11 -0.59
C -0.99347 -0.04825 -2.64657 -0.03 0.45 -0.03 -1.14
C -0.12459 -1.28518 -2.55262 0.77 0.22 0.65 0.43
C 1.30675 -0.88305 -2.18166 0.31 0.06 -0.79 -0.65
O -0.61125 -2.19216 -1.57282 -0.35 -0.23 -0.40 -0.54
H -0.94343 0.48328 -1.69016 -0.24 -0.11 0.06 0.18
H -2.03154 -0.27241 -2.89227 -0.03 -0.12 0.09 0.28
H -0.62906 0.67547 -3.38186 0.11 -0.21 -0.13 0.45
H -0.07079 -1.82608 -3.49927 -0.28 -0.13 -0.02 0.26
H 1.79071 -0.39668 -3.04166 -0.15 0.18 0.16 0.46
H 1.93232 -1.75114 -1.97188 -0.26 -0.07 0.17 0.11
H 1.32682 -0.19754 -1.33522 -0.06 -0.08 0.10 -0.12
H -0.91709 -1.68917 -0.80293 0.08 0.11 0.19 0.14
C 3.00536 -2.88198 0.28321 0.90 0.10 -0.50 -1.29
C 1.74408 -3.33364 0.97297 -0.40 0.00 0.57 1.49
C 1.68767 -4.82471 1.25390 0.32 -0.40 -0.63 -1.56
O 1.67100 -2.63865 2.23251 -0.11 -0.22 -0.40 -0.55
H 3.23417 -3.36662 -0.67383 -0.46 -0.11 0.02 0.36
H 3.90072 -3.06943 0.88618 -0.23 -0.03 0.31 0.40
H 2.98215 -1.80827 0.08992 -0.11 -0.01 0.11 0.06
H 0.85430 -3.07521 0.39156 0.20 0.14 -0.21 -0.13
H 0.68844 -5.16328 1.52424 0.03 0.23 0.44 0.35
H 2.43008 -5.07906 2.01212 -0.17 -0.08 0.15 0.34
H 1.92292 -5.41187 0.35585 0.15 0.21 -0.01 0.35
H 0.91522 -2.03817 2.14812 -0.06 0.21 0.26 0.09
C 2.02142 2.36200 3.25775 0.76 -0.13 0.62 -1.26
C 1.98765 2.65296 1.77484 -0.44 -0.95 -0.82 0.35
C 2.63203 1.48626 0.99495 0.80 0.09 0.35 -0.91
O 0.63338 2.83367 1.34765 0.56 0.00 0.26 -0.46
H 3.04738 2.23411 3.63130 0.02 0.30 -0.17 0.36
H 1.57525 1.38904 3.47954 -0.40 0.13 -0.23 0.27
H 1.53537 3.13151 3.85661 -0.07 0.03 -0.09 0.35
H 2.53155 3.54815 1.47425 -0.17 0.30 0.35 0.32
H 2.54940 0.53683 1.52853 -0.38 -0.04 -0.11 0.13
H 3.71513 1.65037 0.89997 -0.10 0.07 -0.02 0.45
H 2.23272 1.38860 -0.01109 -0.17 0.09 0.02 0.17
H 0.21496 1.97407 1.52242 -0.41 0.07 -0.18 0.13
C -4.27173 1.04094 -0.82642 0.07 -0.10 -0.78 -1.35
C -3.57143 2.37990 -1.07718 -0.08 -0.32 1.09 0.74
C -4.57901 3.50546 -0.92624 -0.79 0.40 0.03 -1.46
O -2.54775 2.60553 -0.10626 -0.14 0.09 -0.25 -0.45
H -3.58774 0.22313 -0.59789 0.23 0.21 0.24 0.28
H -4.77334 0.70877 -1.74338 -0.27 0.20 0.16 0.36
H -4.99778 1.15820 -0.02390 -0.03 -0.18 0.07 0.43
H -3.09568 2.37192 -2.05943 -0.03 0.13 -0.12 0.15
H -5.41670 3.44997 -1.63379 0.34 0.02 -0.27 0.37
H -4.13725 4.50221 -0.94822 0.20 -0.10 -0.33 0.33
H -5.08131 3.45823 0.04654 0.31 -0.28 0.11 0.32
H -2.55482 1.88390 0.53502 0.26 -0.13 0.01 0.17

Entry 3:
11
Properties=species:S:1:pos:R:3:forces:R:3:mulliken_charge:R:1 method="wB97M-V/def2-TZVPD" molar_mass_g_mol=113.08 total_energy_ev=-11724.1039 spin_multiplicity=1 de_lowest_kcal_mol=42.7 homo_ev=-10.84
O 1.52976 0.39880 1.91147 -0.23 0.30 -1.47 -0.52
C 1.08999 0.85868 0.88289 0.43 -0.72 2.35 0.61
O 1.25846 2.08628 0.46047 -1.17 0.18 -1.32 -0.45
N 0.20524 0.09127 0.05987 0.58 0.75 0.53 0.56
C -0.20866 -1.17444 0.17584 0.32 -0.17 0.32 0.20
C -1.15213 -1.27122 -0.80074 0.12 -0.22 0.44 -0.69
N -1.27214 -0.09900 -1.43627 0.20 1.32 0.13 -0.52
N -0.45116 0.74049 -0.87429 -0.67 0.05 -1.47 -0.55
H 0.57631 2.19655 -0.28758 1.11 0.08 0.78 0.49
H 0.23939 -1.78054 0.93386 -0.15 -0.44 0.07 0.43
H -1.81506 -2.04687 -1.02551 -0.53 -1.14 -0.35 0.43

Entry 4:
11
Properties=species:S:1:pos:R:3:forces:R:3:mulliken_charge:R:1 method="wB97M-V/def2-TZVPD" molar_mass_g_mol=338.87 total_energy_ev=-24943.5853 spin_multiplicity=1 de_lowest_kcal_mol=12.2 homo_ev=-8.95
C 0.37707 -0.88925 1.26061 2.39 0.41 -3.47 0.70
C -1.25063 0.24717 0.01988 -0.19 1.03 1.48 -0.33
C 0.01702 0.32598 -0.85149 -0.90 1.86 0.74 -0.43
N 0.81288 -0.72543 -0.55740 -0.09 -1.51 4.17 -0.62
O 1.13325 -1.39837 1.99711 -0.95 0.12 -0.02 -0.39
O -0.72235 -0.22854 1.29613 -0.86 -0.69 0.75 -0.24
I 0.83934 2.40779 -0.43808 -0.09 -0.29 -0.28 0.01
I 2.81652 -0.73345 -0.87948 -0.44 -0.05 -0.02 0.24
H -1.77432 1.25623 0.42081 1.12 -2.44 -1.86 0.29
H -1.90773 -0.53280 -0.44557 0.18 0.76 0.81 0.27
H -0.34105 0.27068 -1.82252 -0.16 0.81 -2.30 0.50